Entry 1:
Formula: C5H7NO
Source: OMol25
Level of theory: ωB97M-V with the def2-TZVPD basis set

```
14
Properties=species:S:1:pos:R:3:forces:R:3:lowdin_charge:R:1
N -0.978 -1.580 1.448 -0.1 0.3 -0.5 0.148
C -1.184 -0.923 0.423 0.1 -0.1 0.2 -0.117
C -1.404 -0.210 -0.632 0.0 -0.2 0.3 -0.295
C -1.777 0.936 -1.407 -0.1 0.3 0.0 -0.059
O -1.245 -0.271 -2.003 0.0 -0.2 -0.1 0.011
H -0.024 -1.407 1.795 -0.1 0.0 0.0 0.041
H -2.827 1.123 -1.616 0.1 0.0 0.0 0.114
H -1.114 1.798 -1.456 -0.1 -0.1 0.0 0.111
C 2.003 -0.210 1.119 0.0 0.1 -0.2 -0.100
C 1.517 0.384 0.032 0.1 -0.1 0.2 -0.088
H 2.016 0.291 2.084 0.0 0.0 -0.1 0.054
H 2.417 -1.215 1.081 0.0 0.1 0.0 0.056
H 1.109 1.392 0.070 0.1 -0.1 0.0 0.059
H 1.491 -0.107 -0.938 0.1 0.0 0.2 0.065
```
Positions in Å, forces in eV/Å.

## Properties
SMILES = N=C=C1CO1.C=C
E_HOMO = -0.31682 hartree
Multiplicity = 1

Entry 2:
Formula: C6H10
Source: OMol25
Level of theory: ωB97M-V with the def2-TZVPD basis set

```
16
Properties=species:S:1:pos:R:3:forces:R:3:lowdin_charge:R:1
C 3.235 -0.796 0.792 -0.2 1.4 0.3 0.089
C 2.481 -0.072 0.176 0.0 -0.6 -0.2 -0.144
C 1.349 0.382 -0.662 0.1 0.2 0.6 -0.211
C 0.041 0.580 0.172 0.1 -0.1 -0.1 -0.218
C -1.089 -0.223 -0.471 0.0 0.1 0.0 -0.293
C -2.422 -0.106 0.265 0.1 0.0 0.0 -0.119
H 3.921 -1.072 1.562 0.0 -0.4 -0.3 0.018
H 1.233 -0.465 -1.329 -0.4 0.0 -0.4 0.102
H 1.539 1.263 -1.298 0.2 -0.3 0.4 0.115
H -0.238 1.644 0.231 0.2 -0.2 -0.1 0.111
H 0.180 0.251 1.213 0.1 0.0 -0.3 0.112
H -0.764 -1.274 -0.509 -0.2 0.2 0.0 0.112
H -1.194 0.120 -1.510 -0.1 -0.1 0.1 0.111
H -2.322 -0.466 1.297 -0.1 0.1 -0.2 0.074
H -3.193 -0.703 -0.235 0.1 0.1 0.1 0.069
H -2.758 0.939 0.304 0.0 -0.2 0.0 0.073
```
Positions in Å, forces in eV/Å.

## Properties
SMILES = C#CCCCC
E_HOMO = -0.36322 hartree
Multiplicity = 1

Entry 3:
Formula: C2H7N4O
Source: OMol25
Level of theory: ωB97M-V with the def2-TZVPD basis set

```
14
Properties=species:S:1:pos:R:3:forces:R:3:lowdin_charge:R:1
C 1.741 -0.279 -0.378 -0.3 0.3 1.5 -0.143
C -1.506 -0.385 -0.220 3.1 2.2 -1.0 -0.304
N -2.544 0.111 0.408 -0.3 0.0 0.2 0.214
N 1.008 0.763 -0.684 4.4 -1.0 -3.2 -0.092
N -0.079 1.044 -0.103 -4.9 -3.3 3.2 0.016
N 1.619 -0.935 0.777 1.1 -0.8 -1.4 0.161
O -1.001 -1.251 -0.827 -1.4 0.1 0.8 0.176
H 2.510 -0.552 -1.071 0.4 -0.1 -0.1 0.152
H -2.625 1.026 0.852 0.8 -0.4 -0.5 0.145
H -3.396 -0.416 0.475 -0.2 -0.6 -0.2 0.140
H 1.447 1.264 -1.473 -1.2 0.1 0.0 0.190
H -0.382 1.944 -0.011 -0.4 2.9 -0.2 0.060
H 2.340 -1.701 0.847 -1.8 1.1 0.9 0.162
H 0.870 -0.632 1.409 0.8 -0.6 0.0 0.124
```
Positions in Å, forces in eV/Å.

## Properties
Charge = +1
E_HOMO = -0.46072 hartree
Multiplicity = 1

Entry 4:
Formula: C45H42BF4O27
Source: OMol25
Level of theory: ωB97M-V with the def2-TZVPD basis set

```
119
Properties=species:S:1:pos:R:3:forces:R:3:lowdin_charge:R:1
B 0.397 -0.434 -0.635 -0.6 2.0 -0.7 -1.315
F 1.056 -1.598 -0.785 1.2 -1.3 -0.2 0.185
F 1.171 0.593 -0.014 0.0 -0.5 0.5 0.101
F 0.041 0.107 -1.878 -0.3 0.1 -0.9 0.115
F -0.771 -0.709 0.043 -0.8 0.1 1.1 0.144
C -2.227 2.650 3.748 4.0 -4.4 -2.7 0.109
C -0.893 2.107 3.303 -13.1 -4.3 -0.4 -0.169
C 0.234 2.794 3.375 2.9 5.0 2.9 -0.533
O 1.260 2.215 3.252 4.1 -2.0 -1.5 0.141
C 0.201 4.139 3.899 -4.5 6.0 2.2 0.142
C -1.223 4.862 4.465 7.2 -4.0 -3.7 -0.081
C -2.336 3.912 4.372 -3.9 2.3 1.2 -0.378
O -3.449 4.334 4.785 1.9 -0.9 -0.6 0.091
O -1.420 6.111 4.787 -13.2 -8.5 -2.5 0.244
O -0.934 0.796 2.757 4.4 2.7 0.1 0.016
H -3.163 2.016 3.516 1.7 1.2 0.7 0.142
H 1.079 4.850 3.801 -1.1 -1.3 0.2 0.118
H -0.751 6.514 4.945 13.3 8.0 2.7 -0.025
H 0.120 0.660 2.463 -3.6 0.4 1.0 0.178
C -4.209 1.579 -6.369 6.5 8.7 0.7 0.063
C -3.581 3.028 -6.361 -2.7 -4.8 -0.1 -0.085
C -2.302 3.384 -5.446 -1.4 -6.1 -0.6 -0.424
O -1.777 4.441 -5.562 0.0 3.3 -0.6 0.089
C -1.800 2.272 -4.665 -0.9 -2.8 0.8 0.054
C -2.581 0.946 -4.555 1.2 3.5 0.9 -0.116
C -3.760 0.624 -5.495 0.3 -2.4 1.4 -0.406
O -4.359 -0.469 -5.435 1.4 1.3 0.5 0.070
O -2.541 0.063 -3.559 3.8 1.7 0.1 0.089
O -4.027 4.083 -7.070 3.6 0.1 3.7 0.045
H -5.124 1.365 -6.599 -5.2 -0.5 -2.6 0.045
H -0.824 2.562 -4.122 -1.9 -1.1 -0.5 0.135
H -1.665 0.262 -2.985 -2.4 -0.5 -1.1 0.169
H -3.277 4.713 -6.519 -2.1 -0.3 -2.5 0.188
C 4.977 3.436 -0.517 -4.2 -3.9 2.9 0.111
C 4.031 2.445 0.266 1.6 6.3 -4.0 -0.045
C 4.535 1.140 0.698 1.5 0.2 1.7 -0.416
O 3.901 0.417 1.441 -0.5 -0.2 -0.6 0.125
C 5.973 0.932 0.510 5.4 0.4 -1.6 0.070
C 6.950 1.847 -0.250 -3.4 -3.7 3.8 -0.142
C 6.425 3.209 -0.694 2.2 2.6 -2.7 -0.295
O 7.183 4.082 -1.297 -3.1 -3.9 2.7 0.036
O 8.271 1.535 -0.326 -1.4 2.0 -0.7 0.083
O 2.657 2.786 0.476 5.3 1.4 -0.9 0.048
H 4.431 4.230 -1.056 0.8 -0.2 0.6 0.113
H 6.440 -0.070 1.110 -1.4 2.9 -2.0 0.177
H 8.443 0.658 -0.013 -0.2 -0.9 0.4 0.093
H 2.355 1.919 0.436 -2.7 -3.1 0.3 0.019
C -5.246 1.165 1.675 4.1 -4.8 -0.5 0.121
C -4.124 0.028 1.466 -3.8 8.2 -2.8 -0.109
C -4.024 -1.171 2.266 -5.1 4.6 2.8 -0.482
O -3.137 -1.879 2.141 5.3 -5.0 -0.8 0.170
C -5.049 -1.232 3.334 -5.2 0.7 0.1 0.098
C -6.350 -0.418 3.239 3.6 -4.9 2.0 -0.128
C -6.348 0.924 2.634 0.4 0.9 -2.4 -0.410
O -7.271 1.702 2.791 0.3 -0.2 0.4 0.109
O -7.564 -0.780 3.764 1.6 2.9 -1.3 0.107
O -3.257 0.335 0.449 0.0 -1.1 2.1 0.049
H -5.252 2.029 0.981 0.1 -0.6 0.8 0.100
H -5.019 -2.192 3.935 -0.3 1.3 -0.7 0.118
H -7.650 -1.624 4.144 0.6 -1.9 0.6 0.092
H -2.331 -0.058 0.581 -1.3 0.1 -0.3 0.110
C -2.683 5.304 0.554 5.1 -7.9 -6.4 0.149
C -2.949 4.146 -0.411 -3.8 6.9 5.3 -0.190
C -1.924 3.361 -0.958 2.0 -1.7 -1.4 -0.391
O -2.226 2.466 -1.760 0.0 0.5 0.7 0.070
C -0.580 3.692 -0.587 5.2 2.5 2.0 0.106
C -0.145 4.789 0.340 -1.4 -3.6 -3.9 -0.171
C -1.249 5.650 0.821 -1.3 2.1 2.8 -0.315
O -1.038 6.634 1.580 0.1 -2.1 -1.9 0.062
O 1.135 5.098 0.608 -1.2 -1.0 -0.9 0.091
O -4.238 3.892 -0.743 2.1 -4.0 -2.1 0.022
H -3.262 5.954 0.979 -4.1 3.2 2.1 0.045
H 0.330 3.158 -1.097 -2.2 0.6 1.0 0.152
H 1.677 4.410 0.130 -0.3 0.6 0.8 0.103
H -4.121 2.911 -1.349 -0.3 3.7 2.1 0.242
C 4.817 -4.649 0.251 -5.2 3.0 0.3 0.074
C 4.002 -3.484 -0.238 1.2 -5.5 1.9 -0.146
C 4.669 -2.318 -0.928 3.3 -3.6 3.0 -0.438
O 4.061 -1.543 -1.524 -3.1 3.8 -2.8 0.179
C 6.137 -2.285 -0.791 6.0 -4.1 0.0 0.082
C 6.950 -3.500 -0.295 0.4 7.4 -2.3 -0.094
C 6.281 -4.607 0.363 -2.0 -2.9 -0.8 -0.417
O 6.794 -5.658 0.710 1.3 0.7 0.4 0.100
O 8.373 -3.493 -0.349 -4.9 -4.5 2.5 0.079
O 2.629 -3.558 -0.242 2.7 1.9 -0.8 0.042
H 4.181 -5.571 0.785 2.1 2.7 -1.7 0.183
H 6.859 -1.616 -1.457 -2.2 -1.0 1.5 0.147
H 8.859 -2.830 -0.714 1.1 3.4 -1.9 0.044
H 2.372 -2.671 -0.664 -0.4 -1.2 0.6 0.099
C -0.647 -5.567 0.564 -4.3 -2.4 -1.7 0.017
C -1.675 -5.044 -0.513 0.1 -1.5 0.4 -0.422
O -1.936 -5.777 -1.450 0.1 0.8 0.4 0.032
C -2.327 -3.694 -0.291 -2.9 -3.5 -4.2 0.007
H -0.613 -6.707 0.484 0.2 1.8 0.4 0.121
H -0.848 -5.134 1.492 -0.8 0.0 1.9 0.036
H 0.184 -5.088 0.311 4.2 1.5 -1.4 0.005
H -3.161 -3.840 0.367 -0.6 0.0 0.3 0.087
H -2.623 -3.240 -1.279 -0.1 -0.7 1.0 0.120
H -1.694 -3.091 0.109 4.0 4.0 2.9 -0.025
C 0.948 -1.748 4.829 1.4 0.0 -6.8 0.025
C 0.499 -2.951 3.933 1.1 1.5 2.0 -0.512
O 0.578 -4.066 4.371 -0.4 -0.9 0.4 0.065
C 0.153 -2.672 2.558 3.3 -0.4 -2.2 -0.012
H 0.134 -1.495 5.345 -2.7 1.6 2.6 0.039
H 1.420 -0.972 4.098 -1.6 -0.6 1.3 0.110
H 1.798 -2.094 5.226 2.6 -1.3 2.9 0.029
H -0.815 -3.062 2.359 -1.2 0.8 -0.6 0.060
H 0.804 -3.515 2.102 -0.8 1.5 0.0 0.119
H 0.609 -1.654 2.206 -1.8 -2.0 0.3 0.117
C -0.203 -3.017 -4.248 0.2 -1.7 2.3 -0.006
C 0.315 -4.434 -4.471 -0.2 -0.5 -8.2 -0.414
O 0.317 -4.897 -5.738 -0.1 2.3 6.4 -0.066
C 0.813 -5.210 -3.410 -1.0 -4.8 1.7 -0.050
H 0.144 -2.577 -5.158 -0.6 1.2 -0.3 0.075
H 0.123 -2.581 -3.239 0.2 -0.3 -1.7 0.096
H -1.279 -3.160 -4.051 0.1 0.5 -0.9 0.099
H 0.121 -6.172 -3.271 1.1 2.1 -0.2 0.157
H 0.857 -4.707 -2.515 -0.6 1.3 2.2 0.030
H 1.776 -5.679 -3.378 0.8 -0.1 -1.3 0.088
```
Positions in Å, forces in eV/Å.

## Properties
Charge = -1
E_HOMO = -0.25105 hartree
Multiplicity = 1

One value per record, in order, for HOMO-LUMO gap: 9.5407, 11.0054, 9.2850, 5.7445 eV.
One value per record, in order, for max |F|: 0.53, 1.42, 6.69, 15.91 eV/A.
One value per record, in order, for energy above the lowest of the compared OMol25 structures with the same formula, charge and spin: 107.5, 41.6, 57.8, 171.9 kcal per mole.